Entry 1:
Density functional theory data (ωB97M-V/def2-TZVPD) for 4 unconnected molecules or ions with the total composition C18H45BFN2O10S3 in a non-equilibrium geometry.

- LUMO (eV) = -2.8493
- charge = +1

CARTESIAN COORDINATES (ANGSTROEM)
1 C 8.32 -1.35 -0.91
2 C 7.80 -0.88 -2.28
3 C 8.00 0.63 -2.55
4 C 6.37 -1.36 -2.56
5 C 5.27 -0.68 -1.72
6 F 5.83 0.15 -0.76
7 C 4.48 -1.74 -0.93
8 N 3.00 -1.51 -0.94
9 C 2.39 -1.46 -2.31
10 C 3.31 -0.78 -3.31
11 C 4.33 0.15 -2.62
12 B 3.64 1.44 -1.95
13 N 3.45 1.67 -0.56
14 O 3.15 2.41 -2.79
15 H 8.79 -2.32 -1.01
16 H 9.03 -0.65 -0.50
17 H 7.51 -1.48 -0.20
18 H 8.42 -1.40 -3.01
19 H 8.71 0.78 -3.37
20 H 8.44 1.10 -1.68
21 H 7.07 1.15 -2.77
22 H 6.17 -1.21 -3.62
23 H 6.38 -2.44 -2.42
24 H 4.65 -2.75 -1.28
25 H 4.80 -1.70 0.11
26 H 2.57 -2.29 -0.44
27 H 2.72 -0.67 -0.43
28 H 1.49 -0.86 -2.20
29 H 2.06 -2.44 -2.61
30 H 2.72 -0.22 -4.01
31 H 3.88 -1.54 -3.85
32 H 4.96 0.53 -3.43
33 H 2.60 2.14 -0.29
34 H 3.77 1.00 0.11
35 H 3.05 2.07 -3.68
36 O -1.56 0.07 -1.99
37 S -1.32 0.99 -0.91
38 O -0.18 0.77 -0.06
39 O -2.63 1.13 -0.05
40 C -3.28 -0.07 0.45
41 C -2.58 -0.67 1.65
42 C -1.27 2.63 -1.52
43 H -3.38 -0.79 -0.36
44 H -4.28 0.26 0.71
45 H -1.61 -1.08 1.38
46 H -3.19 -1.48 2.06
47 H -2.42 0.08 2.42
48 H -2.15 2.80 -2.15
49 H -0.36 2.73 -2.10
50 H -1.27 3.32 -0.68
51 O -3.70 4.08 0.12
52 S -4.39 4.38 1.34
53 O -5.72 3.90 1.54
54 O -4.35 5.95 1.58
55 C -4.81 6.81 0.51
56 C -6.32 6.87 0.42
57 C -3.39 3.91 2.71
58 H -4.35 6.49 -0.43
59 H -4.40 7.79 0.76
60 H -6.73 5.91 0.10
61 H -6.61 7.63 -0.30
62 H -6.75 7.11 1.39
63 H -2.39 4.31 2.57
64 H -3.38 2.83 2.74
65 H -3.85 4.31 3.62
66 O -3.55 -3.74 3.54
67 S -4.07 -4.85 2.81
68 O -4.63 -4.65 1.51
69 O -5.10 -5.63 3.72
70 C -6.18 -4.87 4.32
71 C -7.29 -4.55 3.34
72 C -2.85 -6.12 2.72
73 H -5.77 -3.97 4.78
74 H -6.55 -5.51 5.12
75 H -6.95 -3.85 2.58
76 H -8.13 -4.10 3.87
77 H -7.63 -5.46 2.84
78 H -2.46 -6.30 3.71
79 H -2.07 -5.77 2.05
80 H -3.32 -7.02 2.32

Entry 2:
Density functional theory data (ωB97M-V/def2-TZVPD) for a single C11H20ClFNO molecule in a non-equilibrium geometry.

- LUMO (spin up / spin down) (eV) = 0.6082 / -0.5756
- charge = 0
- multiplicity = 2
- relative energy (zero: lowest compared OMol25 entry of this formula, charge and spin) (eV) = 5.315

CARTESIAN COORDINATES (ANGSTROEM)
1 C -2.70 0.93 0.63
2 C -1.42 -0.14 0.51
3 C -1.89 -1.49 1.32
4 C -1.28 -0.43 -1.14
5 C 0.26 -0.66 -1.63
6 Cl 0.20 -2.11 -2.84
7 C 0.93 0.59 -2.46
8 C 0.30 2.06 -2.13
9 F 1.31 3.08 -2.57
10 C 1.14 -1.19 -0.35
11 C 1.06 -0.20 0.98
12 C 2.31 0.90 0.78
13 C 1.46 -1.10 2.28
14 N -0.23 0.58 1.09
15 O -0.46 1.07 2.32
16 H -2.30 2.00 0.36
17 H -3.48 0.64 -0.23
18 H -3.21 0.89 1.70
19 H -1.25 -1.75 2.27
20 H -3.01 -1.32 1.71
21 H -1.94 -2.46 0.63
22 H -1.85 -1.46 -1.32
23 H -1.89 0.37 -1.76
24 H 0.75 0.39 -3.62
25 H 2.11 0.59 -2.30
26 H 0.13 2.25 -0.97
27 H -0.69 2.33 -2.71
28 H 0.71 -2.23 -0.02
29 H 2.27 -1.39 -0.68
30 H 2.05 1.75 0.02
31 H 3.24 0.23 0.44
32 H 2.61 1.33 1.84
33 H 0.66 -1.14 3.14
34 H 1.64 -2.23 1.96
35 H 2.45 -0.68 2.76

Entry 3:
Density functional theory data (ωB97M-V/def2-TZVPD) for 5 unconnected molecules or ions with the total composition C30H67ClNO18P5 in a non-equilibrium geometry.

- LUMO (eV) = -2.0398
- charge = 0
- SMILES = C=CCP(CC(=O)Cl)OC#N.CCOP(=O)(OCC)OCC.CCOP(=O)(OCC)OCC.CCOP(=O)(OCC)OCC.CCOP(=O)(OCC)OCC

CARTESIAN COORDINATES (ANGSTROEM)
1 C 1.06 2.62 -0.70
2 C 0.60 3.64 0.33
3 C 0.51 3.30 1.95
4 P 2.08 4.03 2.83
5 C 2.40 2.82 4.27
6 C 3.25 3.45 5.52
7 O 2.71 4.31 6.43
8 Cl 5.04 2.89 5.75
9 O 3.32 3.94 1.59
10 C 4.67 4.27 2.17
11 N 5.90 4.02 2.57
12 H 0.22 1.90 -1.12
13 H 2.17 2.54 -1.06
14 H 0.25 4.71 -0.04
15 H -0.49 3.64 2.45
16 H 0.65 2.12 2.03
17 H 2.89 1.82 3.89
18 H 1.33 2.53 4.70
19 C -6.77 0.36 0.74
20 C -5.39 -0.01 1.22
21 O -4.80 -0.98 0.37
22 P -4.20 -0.47 -1.09
23 O -2.87 0.07 -0.50
24 O -3.54 -1.94 -1.53
25 C -2.18 -2.00 -1.95
26 C -1.28 -2.45 -0.81
27 O -5.68 -1.08 -1.75
28 C -5.79 -1.10 -3.16
29 C -5.34 -2.42 -3.74
30 H -6.72 0.91 -0.21
31 H -7.28 1.01 1.47
32 H -7.38 -0.53 0.57
33 H -4.74 0.87 1.29
34 H -5.45 -0.45 2.22
35 H -1.85 -1.04 -2.37
36 H -2.11 -2.74 -2.76
37 H -1.45 -1.86 0.10
38 H -0.23 -2.36 -1.09
39 H -1.49 -3.49 -0.55
40 H -5.24 -0.25 -3.60
41 H -6.85 -0.96 -3.40
42 H -4.25 -2.42 -3.90
43 H -5.80 -2.60 -4.72
44 H -5.57 -3.26 -3.07
45 C -7.06 -7.14 0.03
46 C -6.78 -6.20 -1.12
47 O -6.52 -6.92 -2.31
48 P -7.80 -7.58 -3.12
49 O -8.23 -6.26 -3.80
50 O -6.93 -8.12 -4.44
51 C -7.37 -7.79 -5.75
52 C -6.59 -6.59 -6.29
53 O -7.33 -9.06 -2.36
54 C -8.01 -10.24 -2.77
55 C -7.29 -10.93 -3.90
56 H -8.00 -7.67 -0.12
57 H -7.12 -6.59 0.97
58 H -6.27 -7.90 0.11
59 H -7.61 -5.50 -1.27
60 H -5.89 -5.60 -0.90
61 H -8.45 -7.61 -5.77
62 H -7.18 -8.65 -6.40
63 H -6.59 -5.75 -5.59
64 H -7.02 -6.25 -7.24
65 H -5.55 -6.86 -6.45
66 H -9.05 -10.01 -3.03
67 H -8.03 -10.90 -1.90
68 H -7.59 -10.52 -4.87
69 H -7.54 -12.00 -3.93
70 H -6.20 -10.82 -3.82
71 C 4.41 -5.30 -1.47
72 C 3.99 -3.95 -0.91
73 O 4.68 -2.90 -1.56
74 P 4.20 -2.46 -3.08
75 O 3.00 -1.61 -2.59
76 O 5.22 -1.15 -3.22
77 C 4.69 0.11 -3.61
78 C 4.47 0.99 -2.39
79 O 5.53 -3.42 -3.62
80 C 5.83 -3.36 -5.01
81 C 6.85 -2.29 -5.32
82 H 4.07 -5.41 -2.50
83 H 3.97 -6.11 -0.88
84 H 5.50 -5.40 -1.47
85 H 2.91 -3.80 -1.00
86 H 4.24 -3.90 0.15
87 H 3.78 -0.01 -4.20
88 H 5.43 0.59 -4.27
89 H 3.89 0.48 -1.61
90 H 3.94 1.91 -2.67
91 H 5.43 1.27 -1.94
92 H 4.91 -3.23 -5.60
93 H 6.25 -4.34 -5.28
94 H 6.37 -1.32 -5.47
95 H 7.39 -2.51 -6.25
96 H 7.58 -2.17 -4.51
97 C 5.37 10.20 9.30
98 C 5.65 11.14 8.15
99 O 5.91 10.42 6.96
100 P 4.62 9.76 6.15
101 O 4.20 11.08 5.47
102 O 5.50 9.22 4.83
103 C 5.06 9.55 3.52
104 C 5.83 10.75 2.98
105 O 5.10 8.28 6.91
106 C 4.42 7.10 6.51
107 C 5.14 6.40 5.37
108 H 4.43 9.67 9.15
109 H 5.31 10.75 10.25
110 H 6.16 9.44 9.38
111 H 4.82 11.84 8.00
112 H 6.54 11.74 8.37
113 H 3.98 9.73 3.50
114 H 5.25 8.69 2.88
115 H 5.84 11.59 3.68
116 H 5.41 11.09 2.03
117 H 6.88 10.47 2.82
118 H 3.38 7.33 6.24
119 H 4.39 6.43 7.37
120 H 4.84 6.82 4.41
121 H 4.89 5.34 5.34
122 H 6.23 6.51 5.45

Entry 4:
Density functional theory data (ωB97M-V/def2-TZVPD) for a single C4H10O molecule.

- LUMO (eV) = 0.9782
- charge = 0
- SMILES = CC[C@@H](C)O
- relative energy (zero: lowest compared OMol25 entry of this formula, charge and spin) (eV) = 0.216

CARTESIAN COORDINATES (ANGSTROEM)
1 C -1.24 1.54 0.10
2 C -0.16 0.72 -0.59
3 C 0.06 -0.63 0.09
4 C 1.37 -1.31 -0.30
5 O 0.06 -0.40 1.50
6 H -1.01 1.64 1.16
7 H -2.22 1.05 0.02
8 H -1.33 2.54 -0.34
9 H -0.42 0.54 -1.65
10 H 0.79 1.28 -0.60
11 H -0.79 -1.29 -0.18
12 H 1.39 -1.62 -1.35
13 H 2.21 -0.64 -0.11
14 H 1.52 -2.21 0.32
15 H -0.22 -1.21 1.93